(1)
Computed, not measured: 9 unconnected molecules or ions with the total composition C33H66O21S6 at a distorted geometry, with wB97M-V/def2-TZVPD.

## Properties
molecular weight	991.27	g/mol
gap between HOMO and LUMO	0.3765	Eh
HOMO energy	-10.1	eV
strongest force on any atom	3.80	eV/Å
charge	0
ΔE to the lowest compared entry with this formula, charge and spin	0.0	kJ/mol

Bonds (Å) are listed after each position.
Element x y z (Å)
1 O -7.0074 -4.6873 1.2864  S2 1.453
2 S -6.5767 -3.3218 1.5326  O1 1.453, O3 1.476, C4 1.873, C7 1.878
3 O -6.7249 -2.7129 2.8695  S2 1.476
4 C -4.8201 -3.1193 0.9161  S2 1.873, C5 1.483, H8 1.097, H9 1.090
5 C -4.8315 -1.7918 0.2551  C4 1.483, C6 1.557, H10 1.108, H11 1.086
6 C -6.2027 -1.5295 -0.4337  C5 1.557, C7 1.527, H12 1.094, H13 1.087
7 C -7.3805 -2.1066 0.3485  S2 1.878, C6 1.527, H14 1.081, H15 1.086
8 H -4.5967 -3.9717 0.2634  C4 1.097
9 H -4.1958 -3.1523 1.8095  C4 1.090
10 H -4.6623 -1.0632 1.0731  C5 1.108
11 H -4.0477 -1.5942 -0.4704  C5 1.086
12 H -6.1788 -2.0039 -1.4196  C6 1.094
13 H -6.1876 -0.4660 -0.6576  C6 1.087
14 H -8.0806 -2.7025 -0.2212  C7 1.081
15 H -7.9307 -1.3603 0.9137  C7 1.086
16 O -1.0559 -3.8826 -0.9063  S17 1.435
17 S -0.4336 -5.0388 -1.4851  O16 1.435, O18 1.462, C19 1.808, C22 1.793
18 O -1.2377 -5.6918 -2.5167  S17 1.462
19 C 1.1233 -4.5751 -2.2793  S17 1.808, C20 1.487, H23 1.089, H24 1.078
20 C 2.0844 -5.5537 -1.7045  C19 1.487, C21 1.560, H25 1.115, H26 1.077
21 C 1.6947 -5.7798 -0.2106  C20 1.560, C22 1.512, H27 1.084, H28 1.098
22 C 0.2433 -6.1948 -0.2929  S17 1.793, C21 1.512, H29 1.095, H30 1.102
23 H 1.2298 -3.5030 -2.1202  C19 1.089
24 H 1.0404 -4.7568 -3.3387  C19 1.078
25 H 1.9460 -6.5169 -2.2478  C20 1.115
26 H 3.0955 -5.2087 -1.8402  C20 1.077
27 H 1.6759 -4.7850 0.2189  C21 1.084
28 H 2.3704 -6.4730 0.3075  C21 1.098
29 H -0.2434 -5.9057 0.6440  C22 1.095
30 H 0.0197 -7.2230 -0.6188  C22 1.102
31 O 0.4616 6.0846 1.2046  S32 1.480
32 S -0.0163 6.7197 -0.0443  O31 1.480, O33 1.445, C34 1.847, C37 1.887
33 O 0.8130 7.7546 -0.6188  S32 1.445
34 C -0.3474 5.3835 -1.2760  S32 1.847, C35 1.534, H38 1.085, H39 1.085
35 C -1.8447 5.4627 -1.6017  C34 1.534, C36 1.587, H40 1.081, H41 1.097
36 C -2.4206 6.8956 -1.2361  C35 1.587, C37 1.613, H42 1.085, H43 1.080
37 C -1.8156 7.2199 0.2240  S32 1.887, C36 1.613, H44 1.101, H45 1.098
38 H -0.0113 4.5276 -0.7006  C34 1.085
39 H 0.3454 5.5077 -2.1012  C34 1.085
40 H -2.0618 5.3076 -2.6490  C35 1.081
41 H -2.3390 4.6960 -0.9928  C35 1.097
42 H -3.5006 6.8145 -1.1766  C36 1.085
43 H -2.1142 7.6895 -1.9011  C36 1.080
44 H -2.1498 6.4886 0.9757  C37 1.101
45 H -1.8358 8.2758 0.5239  C37 1.098
46 O 4.6406 -0.4710 -0.4393  S47 1.445
47 S 5.0825 -1.0585 0.8042  O46 1.445, O48 1.449, C49 1.807, C52 1.862
48 O 4.5380 -0.4980 2.0245  S47 1.449
49 C 5.0239 -2.8643 0.7510  S47 1.807, C50 1.577, H53 1.081, H54 1.079
50 C 6.5444 -3.2801 0.7925  C49 1.577, C51 1.574, H55 1.096, H56 1.076
51 C 7.4263 -2.1089 0.2195  C50 1.574, C52 1.537, H57 1.076, H58 1.099
52 C 6.9274 -0.8247 0.9016  S47 1.862, C51 1.537, H59 1.094, H60 1.092
53 H 4.5323 -3.0806 -0.1868  C49 1.081
54 H 4.4215 -3.1656 1.5941  C49 1.079
55 H 6.7186 -3.5333 1.8450  C50 1.096
56 H 6.6676 -4.2206 0.2856  C50 1.076
57 H 7.2758 -2.1309 -0.8457  C51 1.076
58 H 8.5088 -2.2450 0.3554  C51 1.099
59 H 7.2907 0.0823 0.4099  C52 1.094
60 H 7.2008 -0.8257 1.9587  C52 1.092
61 O 0.6052 4.1769 -3.9268  S62 1.438
62 S 1.6129 3.5140 -4.7095  O61 1.438, O63 1.465, C64 1.911, C67 1.811
63 O 2.6857 4.3155 -5.3044  S62 1.465
64 C 2.3538 2.1385 -3.6092  S62 1.911, C65 1.501, H68 1.091, H69 1.098
65 C 1.4223 1.0004 -3.9079  C64 1.501, C66 1.593, H70 1.106, H71 1.095
66 C 0.9797 1.0941 -5.4355  C65 1.593, C67 1.484, H72 1.086, H73 1.109
67 C 0.7135 2.4798 -5.8938  S62 1.811, C66 1.484, H74 1.071, H75 1.085
68 H 2.3404 2.3945 -2.5486  C64 1.091
69 H 3.3747 1.9803 -3.9809  C64 1.098
70 H 1.9863 0.0831 -3.6541  C65 1.106
71 H 0.4308 0.9895 -3.4430  C65 1.095
72 H 0.0848 0.4891 -5.5484  C66 1.086
73 H 1.6828 0.5844 -6.1251  C66 1.109
74 H -0.3106 2.7879 -5.8406  C67 1.071
75 H 1.1168 2.6244 -6.8907  C67 1.085
76 O 1.8632 -2.3359 0.5548  S77 1.466
77 S 1.0842 -1.3617 -0.2151  O76 1.466, O78 1.437, C79 1.878, C82 1.864
78 O 1.2297 -1.4259 -1.6437  S77 1.437
79 C -0.7126 -1.2164 0.3118  S77 1.878, C80 1.509, H83 1.086, H84 1.086
80 C -0.7732 0.2511 0.6577  C79 1.509, C81 1.562, H85 1.077, H86 1.090
81 C 0.3994 1.0876 0.0524  C80 1.562, C82 1.490, H87 1.110, H88 1.090
82 C 1.6859 0.3523 0.2048  S77 1.864, C81 1.490, H89 1.079, H90 1.083
83 H -0.7102 -1.8092 1.2211  C79 1.086
84 H -1.3532 -1.6278 -0.4629  C79 1.086
85 H -1.6304 0.7570 0.2473  C80 1.077
86 H -0.7880 0.3735 1.7404  C80 1.090
87 H 0.4005 2.0722 0.5644  C81 1.110
88 H 0.1899 1.1662 -1.0146  C81 1.090
89 H 2.0729 0.4025 1.2106  C82 1.079
90 H 2.4464 0.5865 -0.5293  C82 1.083
91 C 1.2713 4.2730 7.9943  O92 1.430, H97 1.079, H98 1.091, H99 1.092
92 O 0.7550 4.0905 6.6735  C91 1.430, C93 1.328
93 C 1.5691 3.6435 5.7237  O92 1.328, O94 1.252, O95 1.336
94 O 2.7498 3.2554 5.8744  C93 1.252
95 O 0.9248 3.7003 4.5544  C93 1.336, C96 1.451
96 C 1.7595 3.5010 3.3847  O95 1.451, H100 1.091, H101 1.101, H102 1.082
97 H 1.6582 3.3842 8.4675  C91 1.079
98 H 0.4874 4.8180 8.5213  C91 1.091
99 H 2.0960 4.9861 7.9391  C91 1.092
100 H 1.3907 4.2043 2.6365  C96 1.091
101 H 1.6407 2.4573 3.0547  C96 1.101
102 H 2.8014 3.5700 3.6677  C96 1.082
103 C -2.3583 1.7152 -3.2536  O104 1.387, H109 1.102, H110 1.075, H111 1.084
104 O -2.1082 0.3616 -3.4227  C103 1.387, C105 1.376
105 C -3.0922 -0.4657 -2.9323  O104 1.376, O106 1.203, O107 1.355
106 O -4.1659 -0.0805 -2.5493  C105 1.203
107 O -2.7211 -1.7638 -3.0441  C105 1.355, C108 1.396
108 C -1.4895 -2.1043 -3.6057  O107 1.396, H112 1.100, H113 1.082, H114 1.108
109 H -2.1245 2.1190 -2.2557  C103 1.102
110 H -3.4175 1.8323 -3.3973  C103 1.075
111 H -1.8207 2.3034 -3.9887  C103 1.084
112 H -0.7277 -1.5970 -2.9954  C108 1.100
113 H -1.4119 -1.7320 -4.6183  C108 1.082
114 H -1.4222 -3.2078 -3.5333  C108 1.108
115 C -3.4463 -1.5297 3.9902  O116 1.415, H121 1.073, H122 1.095, H123 1.071
116 O -2.6618 -2.5349 4.6037  C115 1.415, C117 1.334
117 C -1.3316 -2.4352 4.5876  O116 1.334, O118 1.247, O119 1.377
118 O -0.5109 -3.3214 4.8986  C117 1.247
119 O -0.9210 -1.2061 4.1214  C117 1.377, C120 1.427
120 C 0.4945 -1.0306 4.0655  O119 1.427, H124 1.093, H125 1.068, H126 1.089
121 H -3.5259 -0.7672 4.7407  C115 1.073
122 H -4.4828 -1.8822 3.9880  C115 1.095
123 H -3.0203 -1.3669 3.0211  C115 1.071
124 H 0.9143 -1.5167 4.9493  C120 1.093
125 H 0.6691 0.0225 4.0248  C120 1.068
126 H 1.0037 -1.5519 3.2569  C120 1.089

(2)
Computed, not measured: 3 unconnected molecules or ions with the total composition C33H67BrClN5O7P3S at a distorted geometry, with wB97M-V/def2-TZVPD.

## Properties
molecular weight	886.27	g/mol
gap between HOMO and LUMO	0.2403	Eh
HOMO energy	-10.2	eV
strongest force on any atom	1.41	eV/Å
charge	+1

Bonds (Å) are listed after each position.
Element x y z (Å)
1 C 0.6285 5.6838 -2.9990  C2 1.535, H34 1.081, H35 1.084, H36 1.086
2 C 0.3753 4.5190 -2.0319  C1 1.535, P3 1.848, H37 1.082, H38 1.086
3 P 1.6824 3.2162 -2.1270  C2 1.848, C4 1.836, N5 1.818
4 C 2.1581 3.2795 -3.8987  P3 1.836, H39 1.084, H40 1.088, H41 1.080
5 N 0.8360 1.6174 -1.9423  P3 1.818, C6 1.350, C23 1.506
6 C 1.4763 0.5678 -2.5008  N5 1.350, N7 1.304, N9 1.401
7 N 1.4319 0.1591 -3.7382  C6 1.304, S8 1.722, H42 1.008
8 S 0.5238 0.9428 -4.9736  N7 1.722, H43 1.344
9 N 2.2254 -0.1483 -1.5578  C6 1.401, C10 1.442, C16 1.466
10 C 3.6148 0.2318 -1.5044  N9 1.442, C11 1.404, C15 1.388
11 C 4.4168 -0.0582 -2.6199  C10 1.404, C12 1.389, H44 1.079
12 C 5.7581 0.2993 -2.6592  C11 1.389, C13 1.393, H45 1.076
13 C 6.3297 0.9658 -1.5779  C12 1.393, C14 1.391, H46 1.077
14 C 5.5423 1.2551 -0.4679  C13 1.391, C15 1.394, H47 1.078
15 C 4.1994 0.8835 -0.4269  C10 1.388, C14 1.394, H48 1.073
16 C 1.2946 -0.2375 -0.4287  N9 1.466, C17 1.530, P21 1.899, C23 1.627
17 C 1.7440 -0.6790 0.9662  C16 1.530, C18 1.538, H49 1.087, H50 1.085
18 C 2.2860 -2.1067 1.1518  C17 1.538, C19 1.521, H51 1.085, H52 1.086
19 C 3.3950 -2.6008 0.2358  C18 1.521, Cl20 1.782, H53 1.082, H54 1.084
20 Cl 5.0158 -2.1140 0.7942  C19 1.782
21 P 0.1533 -1.6724 -0.9238  C16 1.899, O22 1.475, H55 1.407, H56 1.408
22 O -0.7757 -2.1465 0.1186  P21 1.475
23 C 0.4150 1.1220 -0.5835  N5 1.506, C16 1.627, O24 1.386, P31 1.898
24 O -0.8725 0.6180 -0.6851  C23 1.386, C25 1.435
25 C -1.9800 1.5021 -0.9078  O24 1.435, C26 1.509, H57 1.087, H58 1.086
26 C -3.0947 0.8064 -1.6499  C25 1.509, C27 1.526, C28 1.552, H59 1.084
27 C -2.7196 0.4899 -3.0945  C26 1.526, H60 1.085, H61 1.090, H62 1.085
28 C -4.3116 1.7688 -1.6135  C26 1.552, C29 1.541, C30 1.522, H63 1.090
29 C -4.1481 3.0182 -2.5010  C28 1.541, H64 1.085, H65 1.087, H66 1.084
30 C -5.6054 1.0394 -1.9465  C28 1.522, H67 1.085, H68 1.088, H69 1.086
31 P 0.6320 2.0814 1.0392  C23 1.898, O32 1.624, Br33 2.261
32 O 2.0311 2.8917 0.8867  P31 1.624, H70 0.969
33 Br -0.8427 3.7926 1.1278  P31 2.261
34 H 0.2377 5.4941 -3.9892  C1 1.081
35 H 0.1441 6.5581 -2.5793  C1 1.084
36 H 1.6864 5.9273 -3.0214  C1 1.086
37 H 0.4868 4.9097 -1.0288  C2 1.082
38 H -0.6238 4.1069 -2.1396  C2 1.086
39 H 2.7584 2.4243 -4.1890  C4 1.084
40 H 1.2649 3.2833 -4.5197  C4 1.088
41 H 2.6784 4.2097 -4.0729  C4 1.080
42 H 1.9658 -0.6546 -4.0014  N7 1.008
43 H -0.3584 -0.0483 -5.1887  S8 1.344
44 H 4.0100 -0.5908 -3.4656  C11 1.079
45 H 6.3710 0.0519 -3.5084  C12 1.076
46 H 7.3664 1.2543 -1.6089  C13 1.077
47 H 5.9524 1.7661 0.3875  C14 1.078
48 H 3.6256 1.1166 0.4499  C15 1.073
49 H 0.8397 -0.6211 1.5659  C17 1.087
50 H 2.4445 0.0005 1.4407  C17 1.085
51 H 1.4878 -2.8420 1.1639  C18 1.085
52 H 2.7094 -2.1332 2.1518  C18 1.086
53 H 3.2690 -2.3541 -0.8101  C19 1.082
54 H 3.4116 -3.6832 0.2884  C19 1.084
55 H -0.4318 -1.3584 -2.1647  P21 1.407
56 H 1.0687 -2.6926 -1.2437  P21 1.408
57 H -1.7046 2.4232 -1.4144  C25 1.087
58 H -2.3815 1.7885 0.0594  C25 1.086
59 H -3.3782 -0.1109 -1.1461  C26 1.084
60 H -3.5994 0.2809 -3.6942  C27 1.085
61 H -2.1014 -0.4060 -3.1531  C27 1.090
62 H -2.1976 1.3146 -3.5694  C27 1.085
63 H -4.4000 2.1143 -0.5837  C28 1.090
64 H -3.1374 3.1749 -2.8645  C29 1.085
65 H -4.3886 3.8990 -1.9111  C29 1.087
66 H -4.8366 3.0224 -3.3387  C29 1.084
67 H -5.5961 0.5895 -2.9335  C30 1.085
68 H -6.4121 1.7694 -1.9501  C30 1.088
69 H -5.8518 0.3153 -1.1758  C30 1.086
70 H 2.0823 3.5287 1.6148  O32 0.969
71 C -5.8055 -7.0230 -2.8671  O72 1.416, H80 1.088, H81 1.095, H82 1.094
72 O -4.5287 -6.8956 -2.2688  C71 1.416, C73 1.419
73 C -3.5581 -6.2700 -3.0944  O72 1.419, C74 1.513, H83 1.094, H84 1.094
74 C -3.1331 -4.9451 -2.4996  C73 1.513, N75 1.457, H85 1.096, H86 1.099
75 N -4.2111 -3.9675 -2.5761  C74 1.457, C76 1.458, H87 1.012
76 C -3.9513 -2.7357 -1.8411  N75 1.458, C77 1.525, H88 1.095, H89 1.097
77 C -3.8399 -2.8173 -0.3226  C76 1.525, O78 1.414, H90 1.093, H91 1.093
78 O -5.0526 -3.1564 0.3206  C77 1.414, C79 1.417
79 C -5.2928 -4.5435 0.4810  O78 1.417, H92 1.093, H93 1.094, H94 1.090
80 H -6.4307 -7.5910 -2.1815  C71 1.088
81 H -6.2722 -6.0474 -3.0412  C71 1.095
82 H -5.7446 -7.5647 -3.8153  C71 1.094
83 H -3.9318 -6.1373 -4.1136  C73 1.094
84 H -2.6879 -6.9320 -3.1389  C73 1.094
85 H -2.2682 -4.5642 -3.0540  C74 1.096
86 H -2.8176 -5.1334 -1.4641  C74 1.099
87 H -5.0572 -4.3875 -2.2131  N75 1.012
88 H -4.7661 -2.0435 -2.0777  C76 1.095
89 H -3.0295 -2.2870 -2.2329  C76 1.097
90 H -3.5805 -1.8190 0.0387  C77 1.093
91 H -3.0263 -3.4724 0.0009  C77 1.093
92 H -4.3625 -5.1020 0.6115  C79 1.093
93 H -5.8507 -4.9595 -0.3627  C79 1.094
94 H -5.9023 -4.6696 1.3753  C79 1.090
95 C 1.8477 2.6105 8.7618  O96 1.416, H104 1.088, H105 1.095, H106 1.094
96 O 1.2862 1.7070 7.8266  C95 1.416, C97 1.419
97 C 0.7764 2.3240 6.6546  O96 1.419, C98 1.512, H107 1.094, H108 1.094
98 C 1.5774 1.8960 5.4452  C97 1.512, N99 1.458, H109 1.094, H110 1.099
99 N 2.9212 2.4622 5.4609  C98 1.458, C100 1.460, H111 1.012
100 C 3.8029 1.9261 4.4278  N99 1.460, C101 1.526, H112 1.093, H113 1.099
101 C 4.1942 0.4533 4.5023  C100 1.526, O102 1.408, H114 1.096, H115 1.099
102 O 4.9999 0.1349 5.6121  C101 1.408, C103 1.419
103 C 4.3036 -0.2103 6.7991  O102 1.419, H116 1.093, H117 1.093, H118 1.089
104 H 2.1185 2.0371 9.6457  C95 1.088
105 H 2.7478 3.0954 8.3686  C95 1.095
106 H 1.1248 3.3784 9.0510  C95 1.094
107 H 0.7659 3.4133 6.7502  C97 1.094
108 H -0.2571 1.9880 6.5284  C97 1.094
109 H 1.0755 2.2397 4.5360  C98 1.094
110 H 1.5969 0.7974 5.4334  C98 1.099
111 H 3.3377 2.2923 6.3675  N99 1.012
112 H 4.7255 2.5110 4.4610  C100 1.093
113 H 3.3429 2.1119 3.4477  C100 1.099
114 H 4.8024 0.2343 3.6176  C101 1.096
115 H 3.3232 -0.2143 4.4516  C101 1.099
116 H 3.3550 -0.7075 6.5815  C103 1.093
117 H 4.1196 0.6641 7.4287  C103 1.093
118 H 4.9356 -0.8970 7.3604  C103 1.089